A structure of composition C37H65IN6OP2SiW, computed with ωB97M-V with the def2-TZVPD basis set.

Output
- Molecular weight: 1010.746 g mol⁻¹
- Orbital gap (alpha / beta): 0.209 / 0.193 hartree
- Total charge: +2
- Relative energy (zero: lowest compared OMol25 entry of this formula, charge and spin): 0.714 eV
- HOMO energy (alpha / beta): -12.48 / -12.41 eV
- 2S+1: 3
- E_tot: -86782.2745 eV

```
114
Properties=species:S:1:pos:R:3:mulliken_charge:R:1
W 0.2196 0.0407 -0.3076 -0.270
C -3.0044 -2.5673 0.7362 -1.955
C -2.2172 -3.0680 -0.4767 0.817
C -2.4602 -4.5637 -0.7006 -1.593
P -0.4698 -2.4943 -0.4055 1.046
C 0.5100 -3.3567 -1.6953 1.942
C 0.8854 -4.7962 -1.3337 -1.584
C -0.1743 -3.2607 -3.0671 -1.407
C 0.3053 -2.9799 1.1581 0.023
C 0.0361 -4.1407 1.8785 -0.413
C 0.7644 -4.4449 3.0213 -1.009
C 1.7415 -3.5595 3.4666 -1.041
C 2.0185 -2.4010 2.7573 0.178
C 1.3339 -2.1235 1.5738 -0.243
N 1.6493 -1.0122 0.7567 0.957
C 3.0203 -0.6697 0.6397 -0.598
C 4.0097 -1.6545 0.6359 -0.116
C 5.3418 -1.3046 0.5005 -1.081
C 5.7140 0.0272 0.3735 -1.036
C 4.7340 1.0035 0.3496 -0.607
C 3.3833 0.6680 0.4563 -0.099
P 2.0325 1.8653 0.3520 1.685
C 2.5277 3.2170 -0.8016 0.447
C 2.7143 2.7339 -2.2355 -1.339
C 3.7276 4.0731 -0.3561 -1.871
C 1.9523 2.6765 2.0032 0.610
C 1.0228 3.8887 1.9830 -1.926
C 1.5892 1.7186 3.1334 -1.670
H -4.0728 -2.6862 0.5497 0.596
H -2.8205 -1.5145 0.9446 0.403
H -2.7582 -3.1476 1.6286 0.320
H -2.5955 -2.5469 -1.3596 0.414
H -2.0989 -5.1812 0.1197 0.245
H -2.0202 -4.9303 -1.6240 0.339
H -3.5378 -4.7228 -0.7694 0.508
H 1.4380 -2.7770 -1.7339 -0.964
H 0.0130 -5.4134 -1.1237 0.254
H 1.5553 -4.8374 -0.4757 0.298
H 1.4083 -5.2403 -2.1816 0.573
H -0.7949 -4.1361 -3.2549 0.443
H 0.5816 -3.2227 -3.8521 0.431
H -0.8124 -2.3792 -3.1767 0.111
H -0.7266 -4.8274 1.5409 0.035
H 0.5734 -5.3654 3.5579 0.500
H 2.3021 -3.7796 4.3663 0.471
H 2.7987 -1.7321 3.0969 0.607
H 3.7356 -2.6974 0.7245 0.771
H 6.0934 -2.0831 0.4868 0.503
H 6.7560 0.2999 0.2793 0.489
H 5.0308 2.0349 0.2431 0.391
H 1.6568 3.8682 -0.7707 0.452
H 3.5468 2.0325 -2.3114 0.251
H 2.9408 3.5908 -2.8717 0.655
H 1.8202 2.2584 -2.6350 -0.089
H 4.6566 3.6982 -0.7822 0.540
H 3.8523 4.1562 0.7223 0.369
H 3.5896 5.0836 -0.7418 0.429
H 2.9846 3.0027 2.1631 0.819
H 0.0172 3.6045 1.6617 0.380
H 1.3779 4.6855 1.3297 0.307
H 0.9425 4.3006 2.9900 0.520
H 0.5174 1.5337 3.1443 0.227
H 1.8541 2.1781 4.0864 0.595
H 2.1114 0.7623 3.0623 0.207
C -2.9089 0.0512 -1.7545 -1.545
Si -2.0352 1.5102 -0.8997 -0.347
C -3.3197 2.2109 0.3793 2.742
C -3.0991 3.6989 0.6873 -1.548
C -4.7343 2.0263 -0.2060 -1.955
C -3.3393 1.5124 1.7373 -2.127
C -1.7732 2.7921 -2.3271 2.680
C -0.9395 3.9921 -1.8764 -2.134
C -3.0934 3.3014 -2.9298 -1.975
C -1.0280 2.1106 -3.4759 -1.815
H -3.6803 0.4503 -2.4198 0.735
H -3.4065 -0.6036 -1.0375 0.167
H -2.2402 -0.5602 -2.3680 0.131
H -3.2444 4.3450 -0.1732 0.383
H -2.1009 3.8900 1.0906 0.023
H -3.8203 4.0158 1.4476 0.556
H -4.8800 2.5008 -1.1721 0.327
H -5.4569 2.4718 0.4852 0.575
H -4.9985 0.9715 -0.3074 0.341
H -2.4631 1.7710 2.3285 0.259
H -3.4247 0.4259 1.6609 0.371
H -4.2137 1.8607 2.2975 0.697
H -1.4816 4.6664 -1.2170 0.347
H -0.6070 4.5753 -2.7419 0.508
H -0.0549 3.6526 -1.3436 0.183
H -3.6713 3.9203 -2.2490 0.397
H -3.7340 2.4912 -3.2847 0.361
H -2.8580 3.9209 -3.8014 0.552
H -0.0354 1.7721 -3.1877 0.076
H -0.8939 2.8188 -4.2997 0.577
H -1.5862 1.2588 -3.8767 0.370
N -2.6669 -0.9662 5.6742 -0.348
C -1.9367 -1.2932 4.6144 0.393
N -1.4959 -2.5411 4.4682 -0.285
N -1.7039 -0.3248 3.7348 -0.645
C -1.1547 -0.3195 2.6001 0.362
N -0.7167 -0.0964 1.5379 0.217
H -2.8631 -1.6156 6.4159 0.211
H -3.0371 -0.0323 5.7332 0.253
H -1.6719 -3.2412 5.1697 0.233
H -0.8179 -2.7596 3.7522 0.071
N 0.8336 -0.2857 -4.2644 -0.118
C 1.5780 -0.4477 -3.1359 0.160
O 0.8941 -0.0647 -1.9929 0.513
C 2.8572 -0.8112 -3.0179 -1.682
I 4.3833 -3.6432 -2.6177 0.088
H -0.1688 -0.2780 -4.1835 0.175
H 1.2025 -0.6748 -5.1167 0.340
H 3.3563 -0.7626 -2.0604 0.659
H 3.4272 -1.0485 -3.9058 0.240
```